[1]
{
  "formula": "C5H6O2",
  "method": "ωB97M-V with the def2-TZVPD basis set",
  "smiles": "C1=COC=COC1",
  "mol_weight_g_mol": 98.101,
  "relative_energy_kj_mol": 463.37,
  "homo_lumo_gap_ev": 9.31,
  "spin_multiplicity": 1,
  "symbols": ["C", "C", "O", "C", "C", "O", "C", "H", "H", "H", "H", "H", "H"],
  "xyz": [[-1.103, -0.328, -1.068], [-0.103, -1.043, -1.075], [0.889, -1.407, 0.037], [1.419, -0.312, 0.690], [0.760, 0.794, 0.975], [-0.374, 1.452, 0.460], [-1.429, 0.709, -0.055], [-1.830, -0.380, -2.028], [0.269, -1.586, -1.991], [2.554, -0.622, 1.158], [1.521, 1.314, 1.586], [-1.915, 1.530, -0.327], [-1.990, 0.463, 0.820]],
  "forces_ev_per_a": [[-7.176, 4.488, -1.674], [8.284, -6.302, 0.025], [-1.730, 1.489, -2.739], [1.528, -2.998, 0.721], [1.467, 1.624, 0.228], [4.303, -0.492, 1.658], [0.954, -2.020, 1.890], [1.992, 0.270, 2.238], [-0.747, 0.267, 1.334], [-3.658, 1.271, -1.219], [-1.476, 1.200, -0.199], [-3.056, 2.726, -2.790], [-0.685, -1.524, 0.528]]
}

[2]
{
  "formula": "C21H58N5O6",
  "method": "ωB97M-V with the def2-TZVPD basis set",
  "mol_weight_g_mol": 476.724,
  "charge": -1,
  "relative_energy_kj_mol": 0.00,
  "homo_lumo_gap_ev": 5.81,
  "spin_multiplicity": 1,
  "symbols": ["C", "O", "H", "H", "H", "C", "C", "C", "O", "C", "N", "H", "H", "H", "H", "H", "H", "H", "H", "H", "H", "H", "C", "C", "C", "O", "C", "N", "H", "H", "H", "H", "H", "H", "H", "H", "H", "H", "H", "C", "C", "C", "O", "C", "N", "H", "H", "H", "H", "H", "H", "H", "H", "H", "H", "H", "C", "C", "C", "O", "C", "N", "H", "H", "H", "H", "H", "H", "H", "H", "H", "H", "H", "C", "C", "C", "O", "C", "N", "H", "H", "H", "H", "H", "H", "H", "H", "H", "H", "H"],
  "xyz": [[0.830, -0.527, 0.504], [1.454, -0.707, -0.710], [1.471, -0.136, 1.322], [-0.123, 0.046, 0.450], [0.459, -1.515, 0.874], [-3.038, 0.925, 0.853], [-2.213, 1.592, -0.238], [-3.136, 2.103, -1.350], [-2.396, 2.443, -2.506], [-3.248, 2.792, -3.574], [-1.434, 2.723, 0.295], [-2.372, 0.474, 1.591], [-3.668, 0.147, 0.421], [-3.605, 1.701, 1.370], [-1.646, 0.847, -0.817], [-3.626, 3.023, -0.981], [-3.962, 1.409, -1.551], [-4.043, 3.510, -3.370], [-3.685, 1.871, -3.988], [-2.594, 3.125, -4.383], [-0.541, 2.355, 0.622], [-1.210, 3.271, -0.531], [1.022, 3.648, -2.023], [1.658, 2.517, -2.848], [3.004, 2.195, -2.162], [3.797, 1.337, -2.944], [5.159, 1.753, -2.963], [0.775, 1.366, -2.804], [0.094, 3.994, -2.484], [1.688, 4.522, -1.946], [0.821, 3.348, -0.996], [1.852, 2.903, -3.852], [2.785, 1.789, -1.165], [3.458, 3.179, -1.982], [5.809, 0.911, -3.182], [5.463, 2.277, -2.055], [5.242, 2.505, -3.761], [-0.153, 1.587, -3.142], [0.718, 1.033, -1.840], [1.058, -2.863, 3.528], [1.648, -3.965, 2.694], [0.567, -4.468, 1.738], [0.988, -5.352, 0.730], [1.420, -6.622, 1.150], [2.784, -3.424, 1.906], [1.682, -2.621, 4.402], [0.104, -2.996, 4.049], [0.995, -1.879, 3.057], [2.062, -4.725, 3.360], [0.033, -3.660, 1.238], [-0.233, -4.962, 2.325], [0.658, -7.120, 1.763], [2.355, -6.518, 1.708], [1.554, -7.234, 0.261], [2.455, -2.530, 1.518], [2.858, -3.922, 1.017], [-2.189, -2.880, -1.779], [-1.141, -2.680, -2.843], [-1.239, -1.316, -3.466], [-0.472, -1.178, -4.631], [-1.081, -0.383, -5.605], [0.210, -2.944, -2.348], [-3.210, -2.654, -2.122], [-1.994, -2.204, -0.940], [-2.242, -3.912, -1.428], [-1.305, -3.401, -3.657], [-1.177, -0.452, -2.789], [-2.313, -1.206, -3.740], [-0.364, -0.242, -6.413], [-1.359, 0.602, -5.214], [-1.960, -0.899, -6.012], [0.396, -2.374, -1.509], [0.250, -3.898, -1.991], [1.718, 0.751, 4.682], [0.730, 1.804, 5.165], [-0.146, 2.444, 4.060], [-1.334, 2.938, 4.690], [-2.227, 3.480, 3.738], [0.006, 1.272, 6.325], [2.339, 1.104, 3.857], [1.257, -0.209, 4.460], [2.429, 0.520, 5.480], [1.314, 2.648, 5.549], [-0.536, 1.651, 3.411], [0.457, 3.211, 3.576], [-2.280, 2.924, 2.798], [-1.914, 4.501, 3.506], [-3.250, 3.446, 4.116], [-0.323, 0.321, 6.142], [-0.907, 1.741, 6.333]],
  "forces_ev_per_a": [[0.211, -1.306, -1.352], [-0.540, 0.655, 0.958], [-0.038, 0.340, 0.171], [0.091, 0.501, 0.275], [-0.113, -0.021, 0.481], [0.605, 0.204, -0.079], [-0.761, -0.159, -1.112], [-0.467, 1.014, 1.014], [-0.429, 0.147, 0.225], [0.754, -1.090, -0.987], [-0.056, -0.567, -0.629], [-0.012, -0.096, -0.027], [-0.144, 0.019, 0.179], [-0.315, -0.153, -0.065], [0.530, -0.057, 0.640], [-0.047, -0.026, -0.014], [0.321, -0.328, -0.255], [0.149, 0.175, 0.356], [-0.376, 0.089, 0.217], [-0.111, 0.443, 0.146], [-0.064, 0.045, 0.065], [0.230, 0.180, 0.230], [0.531, 1.005, -0.285], [-0.300, 0.090, 1.628], [-1.141, 0.464, -0.311], [0.849, 0.152, 0.531], [-0.861, 0.559, -0.619], [0.338, -0.002, -0.709], [-0.078, -0.135, 0.071], [-0.087, 0.009, -0.109], [0.008, -0.281, -0.030], [-0.071, -0.351, -0.191], [0.085, -0.446, -0.144], [0.466, -0.121, -0.267], [-0.044, -0.120, 0.082], [0.036, -0.374, 0.300], [0.363, -0.072, -0.108], [-0.007, 0.178, 0.105], [0.242, -0.682, -0.184], [0.260, 1.479, 1.980], [0.204, 0.539, -1.310], [-1.083, -0.927, 0.821], [0.076, 0.028, -0.678], [-0.191, 0.374, 0.208], [-0.415, 0.652, -0.415], [0.407, -0.328, -0.247], [-0.248, -0.687, -0.631], [-0.109, -0.370, -0.677], [-0.316, -0.328, -0.150], [0.532, 0.294, -0.093], [0.167, -0.106, 0.105], [0.049, 0.079, 0.198], [0.058, -0.369, 0.050], [0.224, 0.084, -0.063], [0.265, 0.057, 0.379], [0.092, -0.489, 0.391], [-1.071, 0.359, 0.322], [1.135, -0.634, -0.079], [-1.992, 0.772, -0.411], [0.419, -0.204, 0.090], [0.217, -0.160, 0.099], [-0.116, -0.344, 0.635], [0.119, 0.077, -0.148], [0.085, -0.188, 0.100], [0.352, 0.021, 0.111], [-0.124, 0.133, 0.000], [0.996, -0.290, 0.261], [0.065, -0.307, -0.277], [0.060, 0.020, 0.010], [-0.117, 0.057, -0.003], [-0.212, 0.180, -0.007], [0.472, 0.577, -0.554], [-0.039, -0.006, -0.248], [0.485, 0.219, 0.234], [0.416, 0.330, 0.348], [-0.766, -1.625, 1.147], [0.263, 0.309, -0.264], [-0.163, 0.117, -0.204], [-1.353, -0.159, -0.324], [-0.285, -0.142, -0.255], [-0.249, 0.169, -0.406], [-0.108, 0.171, 0.163], [0.090, -0.066, 0.138], [0.616, 0.156, -0.644], [-0.308, 0.081, -0.420], [0.468, -0.101, 0.029], [-0.271, 0.105, -0.118], [0.147, 0.269, 0.428], [0.589, -0.075, -0.161], [0.459, 0.316, 0.342]]
}

[3]
{
  "formula": "C23H29N4O11Zr",
  "method": "ωB97M-V with the def2-TZVPD basis set",
  "mol_weight_g_mol": 628.726,
  "charge": -1,
  "relative_energy_kj_mol": 21.69,
  "homo_lumo_gap_ev": 8.18,
  "spin_multiplicity": 1,
  "symbols": ["Zr", "O", "C", "O", "C", "N", "C", "C", "N", "C", "C", "N", "C", "C", "N", "C", "C", "C", "C", "O", "O", "C", "C", "O", "O", "C", "C", "O", "O", "H", "H", "H", "H", "H", "H", "H", "H", "H", "H", "H", "H", "H", "H", "H", "H", "H", "H", "H", "H", "H", "H", "H", "H", "O", "C", "C", "C", "C", "C", "C", "C", "O", "O", "H", "H", "H", "H", "H"],
  "xyz": [[0.326, -1.135, -0.118], [1.787, -3.879, 2.469], [0.917, -3.188, 1.985], [0.716, -2.971, 0.714], [-0.099, -2.457, 2.876], [0.101, -1.001, 2.743], [-1.100, -0.242, 3.076], [-1.149, 1.086, 2.334], [-1.172, 1.023, 0.862], [-0.880, 2.381, 0.339], [0.119, 2.409, -0.804], [1.416, 1.839, -0.451], [2.217, 2.707, 0.425], [2.104, 2.602, 1.958], [2.373, 1.297, 2.486], [1.756, 0.796, 3.679], [1.244, -0.650, 3.606], [3.575, 0.640, 2.056], [3.327, -0.342, 0.899], [4.244, -0.703, 0.188], [2.089, -0.685, 0.845], [2.167, 1.574, -1.684], [1.647, 0.365, -2.468], [1.432, 0.469, -3.662], [1.548, -0.715, -1.763], [-2.516, 0.610, 0.422], [-2.734, -0.896, 0.545], [-3.875, -1.319, 0.617], [-1.654, -1.596, 0.588], [0.014, -2.792, 3.914], [-1.090, -2.710, 2.505], [-1.137, -0.012, 4.154], [-1.979, -0.842, 2.858], [-0.266, 1.647, 2.601], [-2.024, 1.651, 2.694], [-0.508, 3.005, 1.150], [-1.807, 2.853, -0.003], [0.231, 3.456, -1.137], [-0.282, 1.839, -1.641], [2.054, 3.767, 0.164], [3.262, 2.501, 0.194], [1.131, 2.934, 2.318], [2.825, 3.361, 2.325], [0.969, 1.479, 4.000], [2.479, 0.779, 4.516], [0.989, -0.931, 4.642], [2.075, -1.290, 3.306], [3.999, 0.059, 2.883], [4.344, 1.357, 1.755], [3.194, 1.307, -1.424], [2.183, 2.449, -2.346], [-2.643, 0.859, -0.628], [-3.290, 1.128, 1.001], [-2.197, -3.869, -3.396], [-2.369, -2.723, -4.094], [-3.059, -2.721, -5.306], [-3.246, -1.547, -6.013], [-2.749, -0.349, -5.521], [-2.071, -0.349, -4.314], [-1.872, -1.518, -3.587], [-1.115, -1.421, -2.306], [-0.560, -2.410, -1.780], [-1.025, -0.279, -1.745], [-2.624, -4.591, -3.868], [-3.450, -3.658, -5.690], [-3.781, -1.573, -6.955], [-2.879, 0.570, -6.075], [-1.653, 0.564, -3.913]],
  "forces_ev_per_a": [[0.064, 0.208, 0.451], [-0.041, -0.118, -0.171], [-0.097, 0.088, 0.313], [0.143, -0.054, -0.145], [0.048, -0.031, -0.077], [-0.094, -0.072, -0.038], [0.016, 0.057, -0.034], [0.037, -0.060, 0.056], [-0.012, 0.003, -0.029], [0.051, 0.014, -0.059], [0.026, -0.054, 0.053], [-0.023, 0.045, -0.065], [-0.008, -0.037, 0.038], [0.046, -0.008, 0.032], [-0.043, 0.040, -0.068], [0.006, -0.042, 0.027], [0.048, 0.054, -0.029], [-0.105, 0.019, 0.005], [0.074, 0.233, 0.048], [-0.059, -0.007, -0.018], [0.213, -0.440, -0.099], [0.044, -0.116, 0.038], [0.070, 0.169, -0.099], [-0.001, -0.106, -0.002], [-0.099, 0.100, -0.014], [0.047, -0.053, 0.016], [-0.084, 0.140, 0.090], [0.020, -0.062, -0.005], [-0.156, 0.005, -0.104], [0.019, 0.015, 0.007], [-0.019, 0.030, 0.027], [0.000, -0.009, 0.003], [-0.005, -0.013, 0.004], [-0.012, 0.029, 0.002], [0.007, 0.021, -0.014], [-0.027, 0.001, 0.012], [0.000, 0.009, 0.008], [-0.019, 0.014, -0.009], [0.004, 0.009, -0.014], [-0.009, 0.000, -0.004], [0.003, 0.027, -0.029], [-0.003, 0.007, -0.014], [-0.009, 0.005, 0.001], [-0.010, 0.005, 0.017], [-0.013, 0.006, 0.007], [-0.001, -0.018, 0.004], [-0.012, -0.019, 0.013], [0.016, 0.008, -0.013], [0.034, -0.011, -0.008], [-0.015, 0.047, 0.050], [-0.008, 0.004, -0.020], [0.007, 0.015, -0.014], [-0.006, -0.008, -0.008], [0.027, -0.028, 0.049], [-0.041, 0.075, -0.032], [-0.013, -0.031, -0.017], [0.014, 0.001, 0.025], [-0.002, 0.014, -0.015], [0.015, -0.003, -0.014], [0.030, -0.040, 0.022], [-0.075, -0.050, -0.158], [0.127, 0.008, 0.082], [-0.134, -0.052, -0.064], [-0.010, 0.015, -0.013], [0.003, -0.001, 0.006], [0.000, -0.001, -0.001], [0.003, 0.000, 0.003], [0.004, 0.002, 0.001]]
}

no.,E_tot (hartree)
1,-344.425423
2,-1559.982662
3,-1987.941287